Entry 1:
ORCA calculation (ωB97M-V with the def2-TZVPD basis set) on a structure of composition C47H41ClEuN10O5S at a distorted geometry.

As for the charge: +1. The value obtained for the relative energy (zero: lowest compared OMol25 entry of this formula, charge and spin) is 3.064 eV. For the HOMO energy (spin up / spin down), the calculation gives -10.6358 / -10.6296 eV. As for the expectation value of S²: 12.02. Its frontier orbital gap (spin up / spin down) is 6.23 / 7.71 eV. As for the multiplicity: 7.

Atoms and positions in Å:
Eu (14.72238, -18.24076, 4.99858)
C (13.25802, -17.26789, -1.66032)
C (13.65915, -18.13839, -0.44169)
C (13.01846, -19.53423, -0.45298)
C (13.41172, -17.35290, 0.83086)
C (12.63062, -17.82051, 1.79665)
C (12.30404, -17.15939, 3.12316)
C (12.83531, -16.01295, 3.65548)
C (12.01261, -15.22647, 4.65002)
C (13.97952, -15.27985, 3.02067)
C (14.22605, -16.07760, 0.98316)
H (13.62369, -17.63975, -2.61209)
H (13.70360, -16.28062, -1.58759)
H (12.19231, -17.05961, -1.72675)
H (14.75487, -18.30223, -0.53525)
H (11.91399, -19.51434, -0.34128)
H (13.40104, -20.15549, 0.32794)
H (13.20102, -20.03032, -1.39381)
H (12.13166, -18.74786, 1.60975)
H (11.39693, -17.56766, 3.55277)
H (11.36497, -14.52978, 4.10198)
H (12.65376, -14.68790, 5.37268)
H (11.38297, -15.92186, 5.21597)
H (14.38646, -14.47038, 3.65610)
H (14.84072, -15.93576, 0.09469)
O (20.53860, -19.91715, 3.88270)
C (20.40293, -18.73915, 3.27936)
O (21.33391, -18.07627, 2.92103)
C (19.00115, -18.18568, 3.18779)
C (18.68639, -16.95175, 2.63164)
Cl (19.68229, -15.98054, 1.67606)
N (17.35189, -16.71186, 2.96000)
N (16.87534, -17.74867, 3.67971)
C (17.84967, -18.63208, 3.86097)
C (17.38339, -19.85983, 4.55313)
O (18.14709, -20.80512, 4.69289)
O (16.11972, -19.88742, 4.82735)
C (16.41316, -15.73600, 2.39547)
C (16.71938, -14.50909, 1.98585)
C (15.79580, -13.54163, 1.41914)
C (14.46982, -13.62648, 1.19240)
C (13.59893, -14.78388, 1.56879)
C (15.00821, -16.21234, 2.31116)
H (19.68897, -20.35348, 4.17594)
H (17.76366, -14.13406, 2.01148)
H (16.27764, -12.59453, 1.15456)
H (13.94554, -12.80135, 0.71756)
H (12.54813, -14.54815, 1.36799)
H (14.95522, -17.25643, 2.54269)
C (9.59419, -18.74131, 7.79856)
N (10.66165, -19.16064, 6.85196)
C (11.81342, -18.56330, 6.57838)
N (12.48118, -19.23470, 5.67019)
C (11.68736, -20.31366, 5.43994)
N (10.58495, -20.30581, 6.15512)
C (9.83187, -17.33382, 8.28973)
C (9.14946, -16.22414, 7.77190)
C (9.41983, -14.94619, 8.26697)
C (10.34540, -14.75473, 9.27188)
C (11.03260, -15.86739, 9.78450)
C (10.78879, -17.14084, 9.32079)
C (12.10276, -15.70634, 10.80468)
N (12.39667, -14.71103, 11.54543)
N (13.59359, -15.04377, 12.21169)
C (13.91813, -16.20827, 11.76008)
O (12.99006, -16.72104, 10.95013)
C (15.16952, -16.93396, 11.96686)
C (16.04366, -16.53270, 12.98777)
C (17.27756, -17.16389, 13.05939)
C (17.59997, -18.18080, 12.20242)
C (16.70613, -18.63002, 11.21448)
C (17.07475, -19.82077, 10.32220)
N (16.24333, -19.81808, 9.12682)
C (16.13996, -18.91985, 8.16864)
N (15.08849, -19.25988, 7.40193)
C (14.69121, -20.44019, 7.89876)
N (15.36548, -20.78985, 8.93608)
C (15.47897, -17.98989, 11.08847)
H (9.62167, -19.44859, 8.61863)
H (8.66963, -18.80325, 7.25484)
H (12.09569, -17.60524, 7.04193)
H (11.92835, -21.13621, 4.75895)
H (8.32582, -16.37854, 7.03125)
H (8.94115, -14.09196, 7.86514)
H (10.53587, -13.76039, 9.62542)
H (11.31880, -17.97910, 9.73192)
H (15.81234, -15.73188, 13.63123)
H (17.96702, -16.89377, 13.82851)
H (18.59868, -18.62722, 12.22831)
H (16.83861, -20.74242, 10.85282)
H (18.11055, -19.79929, 9.93776)
H (16.73736, -18.01555, 8.15316)
H (13.87165, -21.04821, 7.51576)
H (14.79400, -18.23274, 10.34073)
S (14.94879, -15.91474, 6.22810)
C (16.28901, -15.53457, 7.31419)
C (17.59089, -15.40959, 6.89662)
C (18.60237, -15.07734, 7.78822)
C (18.34630, -14.87284, 9.12754)
C (17.01862, -14.97241, 9.57800)
C (16.03673, -15.33342, 8.68180)
H (17.88351, -15.45967, 5.84255)
H (19.61602, -14.88851, 7.37641)
H (19.05549, -14.45457, 9.80780)
H (16.73659, -14.70803, 10.59644)
H (15.00848, -15.35357, 9.06419)

These are the Löwdin partial charges, in e, on atoms 1 to 5:
1. Eu 1.76
2. C -0.05
3. C -0.35
4. C -0.07
5. C -0.16

=====

Entry 2:
ORCA calculation (ωB97M-V with the def2-TZVPD basis set) on a structure of composition C5H9NO.

The value obtained for the relative energy (zero: lowest compared OMol25 entry of this formula, charge and spin) is 4.271 eV. For the HOMO energy, the calculation gives -9.5445 eV. Its frontier orbital gap is 10.42 eV. As for the multiplicity: 1.

Atoms and positions in Å:
C (2.23063, -0.19372, 0.15941)
C (0.86611, -0.27353, 0.83593)
C (-0.21533, 0.32809, -0.04509)
O (-0.36398, -0.40917, -1.24579)
C (-1.65411, 0.17005, 0.51811)
C (-2.16543, 0.00706, -0.85803)
N (-2.62579, 0.26810, -1.93124)
H (2.52739, 0.84848, -0.00887)
H (3.00500, -0.66931, 0.76921)
H (2.19106, -0.69656, -0.81152)
H (0.87791, 0.24691, 1.80348)
H (0.60099, -1.32248, 1.02320)
H (-0.00136, 1.39589, -0.23048)
H (-1.40399, 0.05738, -2.11635)
H (-2.12301, 1.00181, 1.05167)
H (-1.74607, -0.75899, 1.08637)

These are the natural (NBO) partial charges, in e, on atoms 1 to 5:
1. C -0.61
2. C -0.41
3. C 0.11
4. O -0.79
5. C -0.52

=====

> Among the records above, which one has the highest relative energy (zero: lowest compared OMol25 entry of this formula, charge and spin)?

C5H9NO

=====

> The highest relative energy (zero: lowest compared OMol25 entry of this formula, charge and spin) belongs to which entry?

C5H9NO

=====

> The lowest multiplicity belongs to which entry?

C5H9NO

=====

> Which of these has the highest multiplicity?

C47H41ClEuN10O5S